Here is 12 unconnected molecules or ions with the total composition C3H31O12 from the OMol25 dataset. Energies are from the ωB97M-V functional and the def2-TZVPD basis.

Last columns: bonded neighbours and bond lengths (Å).
Positions of all 46 atoms, in Å:
1 O -2.40 1.85 1.68  H2 1.050, H3 0.974, H4 0.974
2 H -1.85 1.52 0.84  O1 1.050
3 H -3.36 1.84 1.56  O1 0.974
4 H -2.08 2.76 1.84  O1 0.974
5 O -0.64 3.58 -1.88  H6 0.982, H7 1.042, H8 0.975
6 H 0.22 3.48 -2.34  O5 0.982
7 H -0.82 2.66 -1.44  O5 1.042
8 H -0.48 4.27 -1.20  O5 0.975
9 C -0.35 -0.64 0.69  C10 1.513, H13 1.093, H14 1.093, H15 1.098
10 C -0.01 0.35 -0.40  C9 1.513, C11 1.521, O12 1.410, H16 1.100
11 C 0.26 -0.34 -1.73  C10 1.521, H17 1.088, H18 1.094, H19 1.096
12 O -1.04 1.31 -0.54  C10 1.410
13 H -0.54 -0.08 1.61  C9 1.093
14 H 0.38 -1.43 0.89  C9 1.093
15 H -1.23 -1.27 0.49  C9 1.098
16 H 0.94 0.83 -0.16  C10 1.100
17 H 0.56 0.29 -2.56  C11 1.088
18 H -0.60 -0.95 -2.04  C11 1.094
19 H 1.05 -1.08 -1.56  C11 1.096
20 O -1.65 -3.33 -1.23  H21 0.963, H22 0.963
21 H -2.35 -2.80 -1.63  O20 0.963
22 H -1.06 -2.69 -0.82  O20 0.963
23 O 0.98 -1.72 -4.62  H24 0.962, H25 0.963
24 H 1.54 -2.22 -4.03  O23 0.962
25 H 0.49 -2.39 -5.11  O23 0.963
26 O 2.15 2.73 1.19  H27 0.962, H28 0.970
27 H 1.88 3.07 2.04  O26 0.962
28 H 2.11 1.76 1.28  O26 0.970
29 O 1.76 -1.53 3.42  H30 0.962, H31 0.970
30 H 1.67 -0.95 4.18  O29 0.962
31 H 0.90 -1.97 3.33  O29 0.970
32 O 3.21 -0.10 1.59  H33 0.962, H34 0.977
33 H 3.79 -0.47 0.92  O32 0.962
34 H 2.81 -0.87 2.04  O32 0.977
35 O -2.53 1.41 -2.86  H36 0.975, H37 0.962
36 H -2.26 1.14 -1.97  O35 0.975
37 H -2.47 0.62 -3.40  O35 0.962
38 O 3.38 1.08 -3.62  H39 0.962, H40 0.963
39 H 3.30 0.80 -2.71  O38 0.962
40 H 3.96 0.43 -4.03  O38 0.963
41 O -2.53 -0.43 4.25  H42 0.962, H43 0.955
42 H -1.61 -0.19 4.09  O41 0.962
43 H -2.58 -1.36 4.02  O41 0.955
44 O -0.76 -2.67 3.42  H45 0.967, H46 0.961
45 H -0.49 -3.37 2.81  O44 0.967
46 H -1.65 -2.92 3.67  O44 0.961

For the HOMO-LUMO gap, the calculation gives 0.3275 Eh. As for the spin multiplicity: 1. The calculated total energy is -1035.42961 Ha. As for the LUMO energy: -3.86 eV. The charge is +1. The relative energy (zero: lowest compared OMol25 entry of this formula, charge and spin) comes out at 19.0 kcal/mol.